{"formula": "C53H45CsN4S5Sb2", "method": "wB97M-V/def2-TZVPD", "multiplicity": 1, "total_charge": -2, "largest_force_ev_per_a": 1.928, "homo_lumo_gap_ev": 4.11, "de_lowest_kcal_mol": 24.0, "e_tot_ev": -129450.9141, "elements": ["Cs", "C", "C", "C", "C", "C", "C", "N", "N", "C", "C", "C", "C", "C", "N", "H", "H", "H", "H", "H", "H", "H", "H", "H", "C", "C", "C", "Sb", "C", "C", "C", "C", "C", "C", "C", "C", "C", "C", "C", "C", "Sb", "C", "C", "C", "C", "C", "C", "C", "C", "C", "C", "C", "C", "H", "H", "H", "H", "H", "H", "H", "H", "H", "H", "H", "H", "H", "H", "H", "H", "H", "H", "H", "H", "H", "H", "H", "H", "H", "H", "S", "C", "S", "C", "C", "S", "S", "S", "C", "C", "C", "C", "C", "C", "N", "C", "C", "C", "C", "C", "C", "H", "H", "H", "H", "H", "H", "H", "H", "H", "H"], "coordinates": [[0.417102, 1.197649, -1.185393], [0.658301, 7.341977, -1.351909], [1.249253, 6.188018, -1.833332], [0.625032, 4.962766, -1.642892], [-0.600959, 4.898257, -0.982032], [-1.181758, 6.061177, -0.482303], [-0.556345, 7.275523, -0.671017], [-1.180861, 3.607035, -0.848819], [-2.326861, 3.609923, -0.446018], [-2.933336, 2.341146, -0.193578], [-4.320446, 2.335514, -0.164313], [-4.992789, 1.153527, 0.096013], [-4.257216, 0.011627, 0.347497], [-2.877520, 0.121588, 0.332308], [-2.222524, 1.252112, 0.066800], [1.163679, 8.293121, -1.474857], [2.210980, 6.234610, -2.327432], [1.086208, 4.055092, -2.019763], [-2.112037, 5.988042, 0.061780], [-0.997738, 8.176234, -0.261951], [-4.840612, 3.264991, -0.362767], [-6.075260, 1.130171, 0.115015], [-4.726590, -0.935964, 0.578999], [-2.264010, -0.748137, 0.546617], [2.486102, -2.641506, 1.154520], [2.183363, -1.227294, 1.681050], [0.689691, -0.987822, 1.907221], [0.288750, 0.978416, 2.803814], [-1.797569, 0.516810, 3.294733], [-2.347836, -0.767913, 3.395075], [-3.701874, -0.958893, 3.656772], [-4.540114, 0.140025, 3.818881], [-4.015785, 1.424136, 3.718428], [-2.659012, 1.607628, 3.454666], [0.967844, 0.165806, 4.726260], [0.144892, -0.344090, 5.736577], [0.685014, -0.870442, 6.908657], [2.060934, -0.895711, 7.100349], [2.892869, -0.369038, 6.121071], [2.349520, 0.163017, 4.956620], [1.669633, -3.033471, -0.813235], [2.191344, -5.131414, -0.713705], [1.262552, -6.133136, -1.004385], [1.624479, -7.476040, -0.965808], [2.925524, -7.841302, -0.640032], [3.863774, -6.855586, -0.360507], [3.498293, -5.514034, -0.402688], [-0.373907, -3.388882, -0.223305], [-0.739456, -4.072338, 0.938739], [-2.078051, -4.257402, 1.259779], [-3.075591, -3.773652, 0.412830], [-2.727308, -3.107203, -0.752554], [-1.381306, -2.909932, -1.066123], [2.113662, -3.409705, 1.837276], [3.567669, -2.782593, 1.054960], [2.593449, -0.473820, 1.000151], [2.715675, -1.093255, 2.625002], [0.279593, -1.758026, 2.565627], [0.148722, -1.037701, 0.956437], [-1.713629, -1.641355, 3.266789], [-4.103301, -1.965397, 3.725636], [-5.598569, -0.003993, 4.009250], [-4.665529, 2.285274, 3.833625], [-2.263296, 2.618565, 3.359494], [-0.929129, -0.326562, 5.624259], [0.024554, -1.259378, 7.676186], [2.480307, -1.310221, 8.010288], [3.967132, -0.362840, 6.267139], [3.015876, 0.602495, 4.218079], [0.241056, -5.867636, -1.255238], [0.887135, -8.238804, -1.189067], [3.206939, -8.887598, -0.606238], [4.882047, -7.130455, -0.110093], [4.247424, -4.757857, -0.185398], [0.024463, -4.460801, 1.604048], [-2.347441, -4.778516, 2.171905], [-4.120274, -3.916046, 0.668060], [-3.496437, -2.720974, -1.414297], [-1.116779, -2.363790, -1.971241], [4.877566, 7.628778, -0.386665], [3.969175, 6.346485, 0.216450], [2.833090, 6.468091, 1.476932], [2.235680, 4.810437, 1.560146], [2.878398, 3.960367, 0.706354], [2.747708, 2.219164, 0.593357], [4.079426, 4.732930, -0.325445], [0.998569, 4.499810, 2.735599], [-2.738582, 2.227769, -5.514808], [-1.437690, 2.200061, -6.021383], [-0.440206, 1.458286, -5.411256], [-0.694109, 0.681839, -4.246839], [-2.019877, 0.736416, -3.741479], [-3.005519, 1.493087, -4.365372], [0.257717, 0.000768, -3.560167], [1.396567, -0.490971, -4.146288], [1.444632, -1.087476, -5.428243], [2.591809, -1.711587, -5.895447], [3.753063, -1.759961, -5.125874], [3.736866, -1.150360, -3.873473], [2.594463, -0.528831, -3.395825], [-3.513342, 2.812668, -5.995862], [-1.195106, 2.781871, -6.903701], [0.566990, 1.479614, -5.808079], [-2.265440, 0.164519, -2.848981], [-4.005258, 1.504775, -3.941436], [0.547481, -1.078025, -6.037522], [2.578364, -2.177633, -6.876297], [4.646131, -2.248330, -5.495348], [4.632406, -1.148486, -3.260591], [2.617208, -0.039815, -2.425500]], "forces_ev_per_a": [[0.2, -0.1, 0.6], [-0.1, 0.1, 0.1], [0.0, -0.1, -0.1], [-0.2, -0.1, 0.0], [0.5, 0.3, -0.3], [-0.2, -0.1, 0.1], [0.1, 0.1, 0.0], [1.2, 0.2, -0.3], [-1.8, 0.1, 0.7], [-0.2, -0.3, 0.0], [-0.3, 0.3, -0.1], [0.0, 0.2, -0.1], [0.0, 0.0, 0.0], [0.3, 0.0, -0.1], [-0.2, 0.0, 0.1], [0.0, 0.0, 0.0], [0.0, 0.0, 0.0], [0.0, 0.1, 0.1], [0.0, 0.0, 0.0], [0.0, 0.0, 0.0], [0.0, -0.1, 0.0], [0.0, 0.0, 0.0], [0.0, 0.0, 0.0], [0.0, 0.1, 0.0], [0.0, 0.2, 0.0], [-0.2, -0.2, -0.1], [0.1, 0.2, 0.0], [-0.1, -0.2, 0.3], [-0.2, -0.2, -0.1], [0.0, 0.2, 0.1], [0.1, 0.1, 0.0], [0.1, 0.0, 0.0], [0.1, -0.1, 0.0], [0.0, -0.1, 0.0], [0.2, 0.1, 0.1], [0.3, 0.0, 0.0], [0.0, 0.0, -0.1], [-0.1, 0.0, -0.1], [-0.1, 0.0, 0.0], [0.0, 0.0, 0.0], [-0.1, -0.1, 0.2], [0.0, -0.1, 0.0], [0.1, 0.0, 0.0], [0.1, 0.1, 0.0], [0.0, 0.1, 0.0], [-0.1, 0.0, 0.0], [-0.1, 0.0, 0.0], [-0.2, 0.0, -0.2], [-0.1, 0.1, -0.1], [0.0, 0.1, -0.1], [0.1, 0.0, 0.0], [0.1, 0.0, 0.0], [0.0, -0.1, 0.1], [0.0, 0.0, 0.0], [-0.1, 0.0, 0.0], [0.0, 0.0, 0.0], [0.0, 0.0, 0.0], [0.0, 0.0, -0.1], [-0.1, 0.0, 0.1], [0.0, 0.1, 0.0], [0.0, 0.0, 0.0], [0.0, 0.0, 0.0], [0.0, 0.0, 0.0], [0.0, -0.1, 0.0], [-0.1, 0.0, -0.1], [0.0, 0.0, 0.0], [0.0, 0.0, 0.0], [0.0, 0.0, 0.0], [0.0, 0.0, 0.0], [0.0, 0.0, 0.0], [0.0, 0.0, 0.0], [0.0, 0.0, 0.0], [0.0, 0.0, 0.0], [0.0, 0.0, 0.0], [0.0, 0.0, 0.0], [0.0, 0.0, 0.0], [0.0, 0.0, 0.0], [0.1, 0.0, 0.0], [0.0, 0.0, 0.1], [-0.1, 0.0, -0.1], [0.0, -0.1, 0.1], [-0.3, 0.1, 0.1], [0.0, 0.0, 0.1], [0.1, 0.0, 0.1], [0.7, 0.4, 0.3], [0.0, -0.2, -0.1], [0.1, 0.1, -0.1], [0.1, 0.0, 0.0], [0.0, -0.1, 0.1], [-0.2, 0.1, 0.0], [0.1, -0.2, -0.2], [-0.1, 0.2, -0.1], [0.1, -0.1, 0.1], [-0.1, -0.6, -0.9], [-0.1, 0.0, -0.1], [0.1, 0.0, 0.0], [0.0, 0.0, 0.1], [-0.1, 0.1, 0.0], [-0.1, 0.1, 0.0], [0.1, 0.1, -0.1], [0.0, 0.0, 0.0], [0.0, 0.0, 0.0], [0.0, 0.0, 0.0], [0.1, 0.0, -0.1], [0.0, 0.0, 0.0], [0.0, 0.0, 0.0], [0.0, 0.0, 0.0], [0.0, 0.0, 0.0], [0.0, 0.0, 0.0], [0.1, -0.1, -0.1]]}